1.
44
Properties=species:S:1:pos:R:3:mulliken_spin:R:1 method="wB97M-V/def2-TZVPD" charge=+3 lumo_ev="-11.58 / -14.60" spin_multiplicity=5 homo_energy_ev="-18.8 / -19.4" orbital_gap_ev="7.2 / 4.8"
C 1.21816 -3.74539 -2.45386 0.003
C 1.12636 -2.78157 -1.27013 0.000
H 0.23386 -4.16111 -2.74934 -0.001
H 1.93377 -4.51995 -2.13699 0.001
H 1.70776 -3.28676 -3.39250 0.001
O 0.14585 -2.53519 -0.53255 -0.001
Cl 2.36524 -1.80028 -0.95897 0.002
Os 0.12488 0.83474 -0.51260 1.887
P 0.21766 1.19594 -2.68406 0.086
C -1.30799 1.80509 -3.49275 0.071
C 1.54205 2.43069 -3.00546 0.052
H 1.80912 -0.43856 -3.51361 -0.001
H 0.79599 0.24731 -4.82159 0.003
H 0.13026 -1.00868 -3.73650 0.000
C 0.79283 -0.13897 -3.79239 -0.004
H 2.42119 2.11788 -2.42517 -0.003
H 1.78719 2.45051 -4.07335 0.006
H -1.13410 2.02050 -4.55658 0.015
H -1.64965 2.71802 -2.97854 -0.002
H 1.20978 3.41261 -2.65351 0.005
H -2.09693 1.03832 -3.39987 0.003
C -1.70613 0.97926 -0.41072 0.128
O -2.82838 1.33682 -0.29219 0.162
Cl 0.70194 2.97262 0.12344 0.367
C 2.03664 0.53091 2.09827 0.034
P 0.46245 -0.15845 1.51206 0.159
C 0.84768 -1.91488 1.93573 0.019
C -0.85315 0.18035 2.75481 0.112
C -1.35466 -0.85300 3.55777 0.153
C -2.40018 -0.60305 4.43785 0.186
C -2.96342 0.67843 4.49661 0.029
C -2.44014 1.72554 3.71286 0.263
C -1.38802 1.47287 2.83831 0.202
H 2.82675 0.22547 1.38613 -0.002
H 2.23958 0.10910 3.09569 0.008
H 1.96179 1.62673 2.15443 -0.005
H 1.11098 -2.01254 2.99451 0.001
H -0.00051 -2.55126 1.66919 0.001
H 1.70189 -2.20684 1.30519 0.001
H -0.92494 -1.85460 3.50808 0.017
H -2.77806 -1.41271 5.08300 -0.001
H -3.80621 0.86500 5.17930 0.008
H -2.84675 2.73534 3.79648 -0.002
H -0.97247 2.27369 2.20352 0.038

2.
42
Properties=species:S:1:pos:R:3:mulliken_charge:R:1 method="wB97M-V/def2-TZVPD" charge=+2 lumo_ev=-11.17 homo_energy_ev=-14.3 orbital_gap_ev=3.1
C -2.09895 3.03840 0.32340 0.119
C -2.33774 2.31623 1.27999 -0.499
C -2.68117 1.55906 2.64152 -0.342
C -1.63057 0.31750 2.98508 -0.641
C -2.03822 -1.11606 2.32161 -0.211
C -1.36526 -1.43415 0.90740 1.521
C 0.19660 -1.11071 0.85366 -1.391
O 0.74674 -1.39538 -0.44894 -0.345
C 2.18882 -1.30662 -0.27573 -0.534
C 2.83731 -0.91433 -1.68455 -0.621
C 2.91186 0.68947 -1.71857 -0.419
C 3.84669 1.25607 -2.87522 -0.450
C 3.49842 2.80306 -3.06524 -0.949
O -1.98848 -0.56960 -0.09679 -0.192
C -3.15022 -1.17943 -0.72346 -1.000
C -1.64637 -2.99243 0.65609 0.174
O -2.62688 -3.50677 1.30216 -0.621
O -0.97984 -3.71535 -0.16520 -0.534
H -1.68447 3.75426 -0.44510 0.429
H -3.80121 1.23702 2.73661 0.265
H -2.53176 2.30501 3.49118 0.531
H -0.56951 0.64854 2.79819 0.440
H -1.72101 0.18013 4.11509 0.349
H -1.83335 -1.94534 3.05729 0.632
H -3.18846 -1.10423 2.17417 0.064
H 0.77316 -1.74440 1.61069 0.512
H 0.40675 0.00466 1.02073 0.475
H 2.60097 -2.29054 0.09832 0.345
H 2.46142 -0.50041 0.47479 0.349
H 2.18835 -1.30998 -2.53033 0.279
H 3.85666 -1.39399 -1.83761 0.379
H 3.35334 1.01892 -0.73070 0.231
H 1.85049 1.06692 -1.87838 0.124
H 3.75417 0.66832 -3.83584 0.351
H 4.91545 1.17019 -2.50296 0.286
H 2.42562 3.00473 -2.75086 0.232
H 4.14905 3.41017 -2.36714 0.270
H 3.60454 3.14476 -4.13567 0.307
H -2.88288 -1.91332 -1.55513 0.359
H -3.69975 -0.32913 -1.26189 0.194
H -3.92425 -1.62330 0.01896 0.507
Lu -4.21784 -0.07586 1.87676 1.028

| no. | DFT total energy (eV) |
| --- | --- |
| 1 | -65042.9196 |
| 2 | -56669.0997 |